C2H4LiO2Sr | ωB97M-V with the def2-TZVPD basis set

Geometry (Å):
H: -2.810 0.167 0.578
H: -2.192 -1.604 0.556
C: -1.989 -0.541 0.723
Sr: 1.064 -1.284 -0.397
C: -1.046 -0.219 1.833
Li: 0.614 2.065 0.567
O: 0.818 0.239 1.329
H: -0.916 -1.008 2.581
O: -0.880 -0.072 -0.055
H: -1.384 0.624 2.445

The calculation puts the energy relative to the best compared isomer or geometry (same formula, charge and spin) at 54.96 kcal/mol. The value obtained for the LUMO energy (spin up / spin down) is -8.85 / -9.56 eV. The charge is +2. Its spin multiplicity is 2.